# 1
Molecular formula: C64H61KN14PSbSe2
Method: DFT, wB97M-V/def2-TZVPD

```
! RIJCOSX wB97M-V def2-TZVPD def2/J DEFGRID3
* xyz -2 1
K 0.05794 -1.32541 -0.65776
C 0.43394 -8.10581 1.76884
C 1.20174 -7.57861 2.80364
C 1.47974 -6.22241 2.88214
C 0.94474 -5.39011 1.91654
C 1.10644 -3.97381 1.57614
N 0.43724 -3.69791 0.44154
C -0.14416 -4.81251 -0.00606
N -0.88986 -4.96231 -1.09546
C -0.73726 -4.18861 -2.15446
C -1.61056 -4.23161 -3.33246
C -2.80696 -4.86121 -3.62496
C -3.34866 -4.66971 -4.88696
C -2.71676 -3.87391 -5.83786
C -1.51666 -3.24291 -5.55246
C -0.96826 -3.42551 -4.29756
C 0.24664 -2.92161 -3.64766
N 1.20194 -2.25401 -4.26396
C 2.20034 -1.69501 -3.58596
N 2.16394 -1.25321 -2.31936
C 3.36274 -0.73591 -2.00456
N 3.80154 -0.29791 -0.83256
C 3.29484 -0.70921 0.31594
N 2.40034 -1.69291 0.49524
C 2.35184 -2.02971 1.79424
N 1.84574 -3.14651 2.29024
C 3.18344 -1.10481 2.57194
C 3.41864 -0.92441 3.92434
C 4.32894 0.04989 4.30694
C 4.99114 0.83059 3.36204
C 4.74244 0.66989 2.00784
C 3.81854 -0.28201 1.61454
C 4.25194 -0.78311 -3.15706
C 5.57304 -0.42041 -3.35796
C 6.15784 -0.73471 -4.57306
C 5.45194 -1.42721 -5.55576
C 4.12684 -1.78191 -5.36466
C 3.51664 -1.43731 -4.16936
N 0.29914 -3.37551 -2.38636
C 0.14284 -5.92661 0.88914
C -0.09836 -7.28271 0.79064
H 0.26714 -9.17581 1.71784
H 1.60584 -8.24851 3.55274
H 2.10954 -5.82791 3.66554
H -3.31076 -5.48581 -2.90096
H -4.28336 -5.15361 -5.14536
H -3.17566 -3.75001 -6.81196
H -1.01356 -2.62741 -6.28426
H 2.90624 -1.53491 4.65664
H 4.53754 0.20469 5.35954
H 5.69654 1.58619 3.69404
H 5.24734 1.27939 1.27194
H 6.12084 0.08529 -2.57636
H 7.18434 -0.45091 -4.76636
H 5.95664 -1.69661 -6.47776
H 3.58754 -2.32821 -6.12496
H -0.65676 -7.67811 -0.04676
N -3.48876 -3.34901 -0.35826
C -3.72106 -2.04371 -0.51876
N -4.78196 -1.51181 0.10094
C -5.03386 -0.24771 -0.20146
N -6.08586 0.36799 0.41114
N -4.39556 0.46379 -1.13696
C -3.33116 -0.14181 -1.64086
N -2.93086 -1.36481 -1.36356
C -2.59586 0.58369 -2.69066
C -3.34976 1.23459 -3.66616
C -2.69246 1.81549 -4.73206
C -1.30976 1.72319 -4.77806
C -0.65176 1.10449 -3.72496
N -1.27416 0.55299 -2.70166
H -3.91226 -3.78681 0.44494
H -2.58546 -3.70171 -0.64556
H -6.37326 -0.06891 1.27484
H -5.98736 1.37129 0.44774
H -4.42236 1.26709 -3.55696
H -3.24026 2.32989 -5.51176
H -0.74726 2.12859 -5.60456
H 0.42564 1.04219 -3.69676
Se -2.50376 -2.80871 2.80984
P -2.83946 -0.74191 3.22534
Se -2.57636 0.90229 1.85544
C -1.81946 -0.40251 4.69664
C -2.21586 -0.90961 5.92624
C -1.42686 -0.70561 7.03914
C -0.22606 -0.02361 6.91654
C 0.19454 0.43529 5.67934
C -0.60336 0.24879 4.56624
C -4.55996 -0.53031 3.82214
C -4.89456 0.47069 4.72504
C -6.21736 0.66839 5.07574
C -7.21046 -0.12401 4.52284
C -6.88046 -1.10391 3.60034
C -5.55666 -1.30891 3.25164
H -3.13986 -1.46771 5.99424
H -1.75026 -1.08201 8.00104
H 0.38334 0.14429 7.79344
H 1.14414 0.94009 5.57574
H -0.28956 0.61469 3.59624
H -4.11776 1.09349 5.14824
H -6.47726 1.44789 5.78034
H -8.24326 0.03249 4.80644
H -7.65726 -1.71061 3.15454
H -5.27756 -2.05891 2.52304
C -1.73746 4.66889 -0.80706
C -0.33496 5.01199 -1.29476
C 0.06164 6.39419 -0.79326
C -0.35626 5.01249 -2.81716
Sb 0.98384 3.26789 -0.57746
C 2.96524 3.66699 -1.66026
C 2.82634 2.95979 -3.00246
C 3.29184 5.13739 -1.88256
C 4.09624 2.99829 -0.89356
C 1.45194 3.94939 1.55534
C 2.05344 2.72519 2.22964
C 2.42164 5.11949 1.63664
C 0.15514 4.29899 2.26574
H -2.46296 5.39859 -1.17856
H -1.79716 4.66239 0.27784
H -2.03716 3.68139 -1.15776
H -0.55646 7.16329 -1.26796
H 1.10004 6.62429 -1.02016
H -0.08966 6.47059 0.28024
H -1.06706 5.75969 -3.18406
H -0.66586 4.04089 -3.19836
H 0.62124 5.25149 -3.22806
H 1.98474 3.34779 -3.57496
H 2.67804 1.89279 -2.84386
H 3.73494 3.09049 -3.59766
H 2.52894 5.62029 -2.48936
H 4.24564 5.23209 -2.41186
H 3.37844 5.67449 -0.94076
H 3.90814 1.93229 -0.76656
H 4.23964 3.44889 0.08614
H 5.03284 3.10499 -1.44926
H 2.93074 2.36409 1.70024
H 1.32824 1.91289 2.26134
H 2.34984 2.95479 3.25654
H 3.39064 4.84269 1.22984
H 2.57364 5.41349 2.67884
H 2.04904 5.98759 1.09714
H -0.57256 3.49709 2.15914
H -0.27876 5.21909 1.88474
H 0.34364 4.44239 3.33094
*
```

Results
- Relative energy (zero: lowest compared OMol25 entry of this formula, charge and spin): 0.00 kcal per mole
- Highest occupied orbital energy (spin up / spin down): -0.0402 / -0.0401 Eh
- LUMO energy (spin up / spin down): 3.60 / 3.60 eV

# 2
Molecular formula: C64H66BrN8O2S4Si2Ti
Method: DFT, wB97M-V/def2-TZVPD

```
! RIJCOSX wB97M-V def2-TZVPD def2/J DEFGRID3
* xyz 1 1
Ti 0.72221 0.78074 -0.75305
O -3.22071 1.10648 -4.51354
C -3.59647 0.14993 -3.62063
C -4.73341 -0.59220 -3.91389
C -5.14323 -1.60155 -3.05793
C -4.42156 -1.87901 -1.90268
C -3.29739 -1.12203 -1.60764
C -2.88586 -0.09528 -2.44132
C -1.66877 0.74140 -2.13760
O -1.06600 0.53522 -0.91614
N -0.67175 0.48139 -3.21188
N 0.63080 0.41418 -2.65003
C 1.34664 -0.64273 -3.28011
C 2.49998 -0.56374 -3.88175
Br 3.25901 1.17605 -1.19402
C 3.65642 -0.54710 -4.48150
C 3.87107 -0.23841 -5.90760
C 2.82279 0.13257 -6.74928
C 3.05312 0.38934 -8.08944
C 4.33747 0.28704 -8.61225
C 5.38992 -0.06235 -7.77941
C 5.15651 -0.32304 -6.43734
H -2.30667 1.38175 -4.34627
H -5.27401 -0.37073 -4.82636
H -6.02245 -2.18516 -3.30209
H -4.74161 -2.67376 -1.23881
H -2.72281 -1.30019 -0.70847
H -1.96042 1.79307 -2.20476
H -0.87889 -0.40821 -3.65603
H 0.80358 -1.58799 -3.31912
H 4.54973 -0.74459 -3.89216
H 1.81974 0.21965 -6.34487
H 2.22870 0.67302 -8.73115
H 4.51290 0.47581 -9.66367
H 6.39605 -0.13019 -8.17398
H 5.98036 -0.60112 -5.78828
C 2.69124 2.21406 1.81538
Si 1.25764 3.02794 0.86301
C 0.05933 3.83204 2.09081
C 2.07729 4.53559 0.08489
C 2.81750 5.45917 0.82458
C 3.44535 6.52089 0.18743
C 3.32272 6.67582 -1.18998
C 2.56167 5.77847 -1.92340
C 1.93861 4.70474 -1.28256
Si 0.93585 3.42668 -2.19695
C 1.91568 3.00598 -3.74923
C -0.69033 4.12150 -2.82418
H 2.75397 2.61674 2.83173
H 3.62017 2.45228 1.30101
H 2.60753 1.12855 1.85496
H 0.54909 3.98139 3.05760
H -0.83877 3.23828 2.23536
H -0.24372 4.80677 1.70288
H 2.91187 5.34587 1.90165
H 4.03664 7.22503 0.76110
H 3.82775 7.49445 -1.68836
H 2.46075 5.91508 -2.99716
H 1.71802 3.76629 -4.51211
H 1.65860 2.03236 -4.16342
H 2.98019 3.00295 -3.51549
H -0.44521 4.97975 -3.45955
H -1.35081 4.44586 -2.02327
H -1.21871 3.38815 -3.44135
N 1.41844 -0.96575 -0.11476
S 1.63039 -2.21242 0.58118
N 1.27530 -2.37584 2.17998
S -0.14289 -2.44426 2.78351
N -1.24540 -1.43063 2.42216
S -1.01022 0.25152 2.36077
N 0.02709 0.71665 1.45249
C -0.73969 0.70701 4.07827
C 0.50030 1.23217 4.38143
C 0.77219 1.63297 5.68030
C -0.19904 1.49948 6.66186
C -1.43400 0.94063 6.35303
C -1.70874 0.53004 5.05979
C -2.76070 0.61788 2.16836
C -3.56705 -0.24431 1.44247
C -4.89401 0.08330 1.21845
C -5.41926 1.24891 1.75772
C -4.61671 2.08645 2.52020
C -3.27857 1.78776 2.70980
C -0.91184 -4.02337 2.49956
C -0.19094 -5.13916 2.91141
C -0.73857 -6.39390 2.72081
C -1.98697 -6.51996 2.11911
C -2.69290 -5.39520 1.71835
C -2.15815 -4.12883 1.91074
C 0.20604 -2.60821 4.52177
C -0.86918 -2.87529 5.35846
C -0.62991 -3.05538 6.70805
C 0.66542 -2.96152 7.20453
C 1.72732 -2.68598 6.35529
C 1.50350 -2.50481 4.99821
C 3.32099 -2.73260 0.65566
C 3.77459 -3.65140 1.59594
C 5.09702 -4.05967 1.53766
C 5.93940 -3.54559 0.55797
C 5.47148 -2.61573 -0.36099
C 4.14731 -2.20332 -0.32158
C 0.78019 -3.55290 -0.25535
C 1.17990 -4.87949 -0.20234
C 0.46303 -5.81880 -0.92818
C -0.62998 -5.42966 -1.69198
C -1.01343 -4.09561 -1.74555
C -0.30041 -3.14777 -1.02769
H 1.22767 1.32832 3.58980
H 1.74087 2.05327 5.92091
H 0.00497 1.82762 7.67363
H -2.18659 0.81941 7.12208
H -2.66694 0.09083 4.81377
H -3.16230 -1.17494 1.07495
H -5.51298 -0.57621 0.62419
H -6.45718 1.50560 1.58653
H -5.02871 2.98731 2.95688
H -2.65447 2.45777 3.28364
H 0.77621 -5.01323 3.38573
H -0.19435 -7.27369 3.04065
H -2.40960 -7.50465 1.96379
H -3.66722 -5.50384 1.25767
H -2.69110 -3.23264 1.61874
H -1.87144 -2.95068 4.94998
H -1.45626 -3.26541 7.37522
H 0.84607 -3.09807 8.26319
H 2.73538 -2.61135 6.74323
H 2.30851 -2.29137 4.30621
H 3.10435 -4.01540 2.36427
H 5.47140 -4.77728 2.25646
H 6.97257 -3.86818 0.51811
H 6.13424 -2.20197 -1.11031
H 3.75704 -1.46176 -1.01200
H 2.04438 -5.17846 0.37702
H 0.77083 -6.85706 -0.91256
H -1.17806 -6.16959 -2.26309
H -1.85242 -3.78643 -2.35700
H -0.53866 -2.09114 -1.06562
C -4.80460 3.79487 -2.32940
N -4.66086 4.71362 -1.21075
C -3.75994 4.57605 -0.21872
N -3.74990 5.57526 0.69467
S -2.70216 3.28834 -0.08511
H -5.85671 3.72379 -2.60161
H -4.45109 2.81415 -2.02535
H -4.23080 4.12156 -3.19741
H -5.14773 5.59155 -1.28733
H -4.43327 6.31329 0.70048
H -3.11539 5.49242 1.46725
*
```

Results
- Relative energy (zero: lowest compared OMol25 entry of this formula, charge and spin): 130.94 kcal per mole
- Highest occupied orbital energy: -0.3465 Eh
- LUMO energy: -2.66 eV

# 3
Molecular formula: C64H68N12O2
Method: DFT, wB97M-V/def2-TZVPD

```
! RIJCOSX wB97M-V def2-TZVPD def2/J DEFGRID3
* xyz 0 1
O -3.60316 2.89058 -4.55049
C -2.54945 2.42240 -4.89199
O -1.83621 1.64834 -4.07019
C -0.68205 0.92890 -4.44453
C -1.10920 -0.38367 -5.08773
C -1.93081 2.77760 -6.24651
H -0.18644 0.75611 -3.43226
H 0.02687 1.51655 -5.03728
H -1.59009 -0.97262 -4.31654
H -0.31423 -1.01724 -5.47258
H -1.78404 -0.18711 -5.93166
H -2.39566 3.69617 -6.59181
H -2.05745 1.99884 -6.98658
H -0.87697 3.01607 -6.11117
N 2.99924 -2.66325 0.23516
C 3.22416 -3.93392 -0.10926
C 4.39965 -4.71549 0.26224
C 5.29289 -4.11216 1.17430
C 4.97936 -2.82546 1.63728
C 3.85696 -2.15337 1.14103
H 2.47464 -4.42513 -0.70923
H 4.51592 -5.75588 -0.00476
H 6.14514 -4.61727 1.59525
H 5.59478 -2.24162 2.32698
H 3.81072 -1.09836 1.30293
N 0.50034 -3.00304 3.27350
C 0.63997 -4.11838 2.59206
C -0.14830 -5.25985 2.78300
C -1.21280 -5.19106 3.65556
C -1.34956 -3.98541 4.40627
C -0.45954 -3.00591 4.22240
H 1.35409 -4.15107 1.76866
H 0.01603 -6.14454 2.17167
H -1.97334 -5.96718 3.74660
H -2.06887 -3.78550 5.16796
H -0.62189 -2.06770 4.74196
N -5.71216 2.27207 -0.64492
C -6.20573 1.80144 0.49851
C -6.15333 0.45206 0.82278
C -5.29374 -0.33877 0.03763
C -4.79678 0.16775 -1.12354
C -4.99245 1.47227 -1.40493
H -6.75550 2.48892 1.15393
H -6.50249 -0.08680 1.71652
H -5.08154 -1.42237 0.27958
H -4.15072 -0.46426 -1.76344
H -4.53916 1.83642 -2.34121
N -2.13554 -2.47455 -2.33806
C -1.14176 -2.24571 -1.45636
C -0.31139 -3.17223 -0.90195
C -0.50916 -4.47307 -1.29401
C -1.54923 -4.81360 -2.17915
C -2.32824 -3.74930 -2.63608
H -1.01922 -1.17196 -1.16310
H 0.56415 -2.94766 -0.29949
H 0.27789 -5.19817 -1.06414
H -1.76131 -5.87648 -2.37619
H -3.14629 -3.97381 -3.33457
N -0.97133 5.66209 -1.08905
C -2.07409 5.39650 -1.78254
C -3.14466 4.71143 -1.25852
C -3.08870 4.22764 0.01919
C -1.91421 4.48609 0.75196
C -0.88977 5.21091 0.18333
H -2.10588 5.71044 -2.82984
H -3.99923 4.51241 -1.90700
H -3.88598 3.68959 0.49770
H -1.78934 4.11285 1.76603
H 0.03184 5.30290 0.73873
N 4.41422 5.80195 -5.87401
C 4.04095 4.55591 -5.48126
C 3.12244 4.26733 -4.48055
C 2.52745 5.31459 -3.84207
C 2.83231 6.62373 -4.23877
C 3.76628 6.80050 -5.23654
H 4.50074 3.63739 -5.84536
H 2.90883 3.26584 -4.14737
H 1.81046 5.20093 -3.02977
H 2.32888 7.50297 -3.71493
H 3.95167 7.79046 -5.66391
N -1.65611 0.13169 5.47631
C -2.81368 -0.11015 4.89016
C -3.46937 0.78505 4.03263
C -2.89135 2.05344 3.81479
C -1.67309 2.31827 4.42133
C -1.03583 1.28482 5.22109
H -3.25271 -1.03577 5.18086
H -4.38356 0.48905 3.51239
H -3.38478 2.81084 3.18716
H -1.01743 3.17347 4.27695
H -0.11349 1.48268 5.75513
N -4.37188 -2.37253 2.76549
C -5.50390 -3.08183 2.61877
C -5.70526 -4.01128 1.62530
C -4.72478 -4.18320 0.71830
C -3.51933 -3.48160 0.88655
C -3.37396 -2.58684 1.89384
H -6.22366 -2.84712 3.37982
H -6.66890 -4.50367 1.65163
H -4.84059 -4.80141 -0.16508
H -2.69979 -3.59722 0.18367
H -2.36973 -2.20945 2.11054
N 4.98374 1.29856 0.80740
C 4.34832 1.61330 1.95178
C 3.23953 2.41648 1.99193
C 2.70487 2.99813 0.84587
C 3.44287 2.75262 -0.32386
C 4.49926 1.87654 -0.30953
H 4.81091 1.29515 2.88434
H 2.72021 2.61226 2.91381
H 1.82900 3.64006 0.82068
H 3.04735 3.16333 -1.26097
H 5.03533 1.71225 -1.19509
N 2.79708 0.84418 5.12084
C 3.95275 0.92955 5.73461
C 4.82371 -0.18784 5.81838
C 4.46128 -1.37700 5.27687
C 3.20760 -1.47507 4.63337
C 2.48768 -0.30414 4.53958
H 4.19541 1.85072 6.17960
H 5.80159 -0.11953 6.34046
H 5.16949 -2.18959 5.40493
H 2.79631 -2.32467 4.10921
H 1.54328 -0.34568 4.03122
N 3.05378 -3.38415 -3.44505
C 2.16488 -2.49471 -3.07141
C 2.49001 -1.18738 -2.73408
C 3.76731 -0.71825 -2.90013
C 4.74153 -1.64197 -3.32379
C 4.29408 -2.94561 -3.54387
H 1.12105 -2.77645 -2.95170
H 1.71409 -0.44946 -2.48485
H 4.00536 0.33613 -2.68972
H 5.75619 -1.34420 -3.31541
H 5.07966 -3.63060 -3.76448
N 0.29137 1.22303 -0.94175
C 0.95096 0.56104 0.03888
C 0.41198 0.17293 1.23080
C -0.95067 0.41118 1.41901
C -1.66463 1.10602 0.46601
C -0.98852 1.49447 -0.69635
H 2.01622 0.31230 -0.23176
H 1.05951 -0.42773 1.83708
H -1.51312 0.01296 2.33168
H -2.72182 1.24599 0.61726
H -1.49357 2.00159 -1.53301
*
```

Results
- Highest occupied orbital energy: -0.3414 Eh
- LUMO energy: 0.47 eV